Entry 1:
50
Properties=species:S:1:pos:R:3:forces:R:3:lowdin_charge:R:1 method="wB97M-V/def2-TZVPD" charge=0 gap_ev=7.25 e_homo_ev=-7.991 fmax_ha_per_bohr=0.389 energy_ev=-32299.0461 e_above_lowest_kj_mol=2233.5
O -5.0779 -0.4991 -2.3725 -0.551 -1.518 -3.771 0.15
C -4.5389 -0.2831 -1.3503 -5.075 4.498 3.048 -0.42
C -5.2792 0.6552 -0.4001 -8.789 -5.747 -6.189 -0.12
C -4.7318 1.3815 0.4924 5.597 -1.417 -1.394 -0.20
C -5.4971 2.0262 1.2313 -6.096 10.172 10.281 -0.13
C -6.9622 2.0602 1.4247 1.550 1.691 0.461 -0.09
C -7.6506 1.1863 0.6469 6.837 -1.194 -4.391 -0.07
C -6.8524 0.5551 -0.5193 2.917 1.525 4.832 0.13
H -7.3760 -0.0892 -1.2014 0.266 -0.080 -0.337 0.08
H -8.6012 1.2303 0.4561 -5.579 -0.130 -0.271 0.02
H -7.5353 2.9596 2.0752 1.982 -2.926 -1.625 0.17
H -5.1190 2.9624 1.9669 -0.175 -2.754 -1.930 0.16
H -3.6863 1.2913 0.4039 1.391 1.090 0.986 0.12
C -3.3646 -0.7360 -0.8627 5.751 -2.781 -5.573 -0.20
C -2.4101 -1.0743 -1.9845 0.823 -1.547 11.672 0.12
C -1.2483 -1.6164 -1.3627 3.313 0.165 -7.859 0.00
C -0.8909 -2.0565 -0.1038 -10.718 5.645 -0.035 -0.17
C -1.9579 -1.7508 0.8775 0.712 2.387 -13.058 0.09
C -3.0371 -1.0560 0.3656 -3.343 -1.620 8.045 -0.04
H -3.9448 -0.9835 1.2890 2.560 0.243 -2.949 0.22
H -1.7804 -1.9735 1.7342 1.385 -2.492 10.429 0.02
C 0.2586 -2.4353 0.3861 9.905 -4.557 0.809 -0.49
O 0.5587 -3.6101 0.1524 -0.533 -1.061 0.559 0.08
N 1.2383 -1.6478 0.9351 -4.055 1.997 -0.895 -0.04
C 1.2105 -0.0896 0.5538 2.717 -8.119 14.291 -0.05
H 0.2874 0.0833 0.5247 -7.137 2.466 -1.224 0.05
C 2.2410 0.1729 -0.1768 5.763 11.322 -5.567 -0.30
N 3.5867 0.0442 0.1398 -12.653 -14.438 5.557 -0.12
C 4.5930 0.6061 -0.0443 14.498 8.675 -4.729 -0.38
C 5.9312 0.3117 0.5245 -0.766 6.673 -5.029 0.03
C 7.0286 1.2228 0.1420 -0.128 -7.200 6.040 -0.09
C 6.9182 2.1667 -0.7994 6.628 2.610 0.639 -0.25
C 5.7734 2.5360 -1.2542 -7.086 0.672 -3.448 -0.10
C 4.5945 1.6042 -1.0483 2.246 3.774 -0.017 0.02
H 3.6636 1.9163 -1.5275 0.288 -0.241 0.120 0.08
H 5.7148 3.5343 -1.9186 -0.235 -2.695 1.397 0.15
H 7.8538 2.7944 -1.0454 -1.510 -0.979 0.492 0.14
H 7.9499 0.8859 0.9431 -1.966 1.599 -3.110 0.17
H 5.9479 -0.4254 1.1683 0.898 -3.381 3.442 0.02
C 3.5144 -1.4349 0.1876 4.621 -4.624 0.403 -0.05
H 4.7187 -1.9729 0.4905 -3.729 1.736 -1.095 0.19
C 2.4905 -2.1124 1.3057 -1.576 -4.287 -15.668 -0.10
H 2.5212 -3.3145 1.0015 -0.103 3.097 0.832 0.19
H 2.8345 -2.0447 2.1204 4.125 1.729 11.791 0.00
H 3.2806 -1.8439 -0.9996 0.449 1.011 3.415 0.19
H 2.3532 1.3781 -0.0803 -1.643 -1.512 -0.977 0.21
H 2.0328 -0.0214 -1.1646 -0.079 -0.539 -2.992 0.13
H 1.5774 -0.0691 1.8508 -1.183 2.176 -3.412 0.24
H -0.3885 -1.6737 -2.3359 -1.864 -0.313 3.304 0.19
H -2.7426 -0.7506 -2.8379 -0.651 1.197 -5.298 0.06



Entry 2:
32
Properties=species:S:1:pos:R:3:forces:R:3:lowdin_charge:R:1 method="wB97M-V/def2-TZVPD" charge=0 gap_ev="7.99 / 9.41" e_homo_ev="-9.123 / -10.300" fmax_ha_per_bohr=0.050 energy_ev=-27069.3079 e_above_lowest_kj_mol=72.8
C -2.2934 2.7040 -0.5044 0.130 -0.157 0.112 -0.10
C 0.1590 -1.9493 -1.5813 -0.029 0.100 0.051 -0.02
C 1.3816 -2.2645 0.5637 -0.011 0.029 -0.040 -0.05
C -1.0783 -1.8436 0.6140 0.192 0.301 -0.064 -0.03
C -1.2793 1.8320 0.2217 -0.012 0.053 -0.208 -0.26
C -0.5414 0.8895 -0.7491 -0.471 0.478 0.015 -0.19
C 0.2364 -1.4997 -0.1000 0.096 -0.616 0.025 -0.58
C 0.4693 -0.0299 -0.1557 0.453 1.375 2.110 -0.17
N 0.6764 0.9489 2.0881 0.367 -0.891 -1.848 0.06
O 3.1346 -0.0348 0.3145 -0.303 0.151 0.193 -0.27
O 2.2848 0.6780 -1.8730 -0.116 0.189 0.143 -0.26
O 1.9364 2.1026 0.0796 0.276 -0.355 -0.774 -0.17
S 2.1224 0.6291 -0.4491 0.367 0.069 -0.126 0.59
H -3.0739 2.1014 -0.9635 -0.116 -0.023 -0.106 0.07
H -1.8084 3.2926 -1.2789 0.012 0.093 -0.126 0.08
H -2.7604 3.3883 0.2003 -0.084 0.070 -0.003 0.07
H 0.1899 -3.0350 -1.6244 0.003 -0.107 0.026 0.09
H 1.0016 -1.5464 -2.1378 0.060 -0.080 -0.147 0.09
H -0.7617 -1.6120 -2.0503 -0.057 0.016 -0.074 0.09
H 1.5608 -1.9010 1.5713 0.029 0.014 0.138 0.08
H 1.1320 -3.3223 0.6164 -0.076 -0.073 -0.028 0.09
H 2.3013 -2.1436 0.0009 0.062 -0.162 0.031 0.08
H -1.9201 -1.2919 0.2048 -0.145 0.052 -0.057 0.08
H -0.9989 -1.6151 1.6744 -0.010 0.018 0.118 0.08
H -1.2819 -2.9068 0.5094 0.013 -0.084 -0.053 0.09
H -0.5519 2.4636 0.7264 -0.114 -0.088 0.013 0.09
H -1.7895 1.2358 0.9789 0.044 -0.025 0.091 0.10
H -1.3063 0.3131 -1.2752 0.140 -0.064 -0.071 0.12
H -0.0086 1.5107 -1.4737 -0.278 -0.027 -0.161 0.12
H 1.5443 1.9974 0.9822 -0.327 0.026 0.494 0.02
H -0.1451 0.5446 2.5238 -0.088 -0.010 0.088 0.00
H 1.4681 0.3644 2.3458 -0.008 -0.273 0.242 0.00